ORCA calculation (ωB97M-V with the def2-TZVPD basis set) on a structure of composition C5H10O.

XYZ file:
```
16
Properties=species:S:1:pos:R:3
C 0.68 -1.83 -0.61
C 0.79 -0.57 0.22
O 0.73 0.60 -0.61
C -0.35 0.22 0.67
C 0.56 1.99 0.40
C -1.70 -0.04 0.08
H 1.60 -1.99 -1.18
H -0.15 -1.78 -1.32
H 0.53 -2.69 0.05
H 1.67 -0.57 0.87
H 1.22 1.92 1.26
H 1.03 2.58 -0.40
H -0.39 2.47 0.67
H -2.21 -0.76 0.74
H -1.71 -0.44 -0.94
H -2.31 0.87 0.09
```

**LUMO**: 1.125 eV
**Charge**: 0
**DFT total energy**: -271.536679 Eh
**Energy above the lowest of the compared OMol25 structures with the same formula, charge and spin**: 5.876 eV
**Maximum force**: 0.47 eV/Å
**Highest occupied orbital energy**: -7.5 eV